Entry 1:
{
  "formula": "C15H11F7N4O3S3W",
  "method": "ωB97M-V with the def2-TZVPD basis set",
  "energy_ha": -2982.93072,
  "orbital_gap_ev": 5.87,
  "largest_force_ha_per_bohr": 0.0149,
  "lumo_energy_ha": -0.3612,
  "total_charge": 2,
  "symbols": ["W", "C", "N", "C", "C", "C", "N", "C", "C", "F", "C", "F", "C", "C", "F", "C", "F", "H", "H", "H", "H", "H", "H", "H", "H", "H", "H", "H", "S", "C", "C", "N", "C", "S", "C", "N", "F", "C", "F", "F", "S", "O", "O", "O"],
  "coordinates": [[-0.173, -0.473, 0.228], [-3.274, 0.176, -0.522], [-1.857, 0.396, -0.950], [-1.738, -0.119, -2.351], [-1.559, 1.840, -0.827], [-0.151, 2.062, -1.278], [0.746, 0.973, -0.764], [2.138, 1.217, -1.122], [3.220, 0.444, -0.649], [3.061, -0.581, 0.194], [4.536, 0.675, -1.005], [5.453, -0.123, -0.486], [4.892, 1.689, -1.863], [3.869, 2.464, -2.355], [4.122, 3.453, -3.189], [2.542, 2.250, -2.011], [1.697, 3.086, -2.614], [-3.917, 0.716, -1.217], [-3.423, 0.575, 0.476], [-3.514, -0.881, -0.548], [-2.391, 0.466, -3.001], [-2.062, -1.157, -2.363], [-0.716, -0.049, -2.716], [-1.705, 2.115, 0.222], [-2.259, 2.429, -1.423], [0.215, 3.022, -0.925], [-0.098, 2.055, -2.362], [5.923, 1.867, -2.139], [1.107, -0.289, 2.117], [1.028, -2.019, 2.244], [1.015, -2.562, 3.564], [1.036, -2.960, 4.643], [0.931, -2.851, 1.141], [0.960, -2.273, -0.507], [0.712, -4.251, 1.302], [0.516, -5.380, 1.395], [-2.139, -0.469, 4.425], [-2.725, -0.264, 3.277], [-2.085, 0.729, 2.623], [-3.982, 0.057, 3.416], [-2.615, -1.849, 2.252], [-3.874, -2.101, 1.671], [-1.824, -2.780, 2.961], [-1.641, -1.327, 1.039]],
  "mulliken_charge": [0.99, -1.20, 0.22, -1.07, -1.35, -0.60, 0.66, 0.09, 0.26, -0.19, -0.14, -0.25, -0.25, -0.10, -0.25, 0.61, -0.29, 0.52, 0.37, 0.34, 0.39, 0.40, 0.41, 0.38, 0.43, 0.73, 0.63, 0.55, -0.16, 0.73, -0.39, -0.26, 1.04, -0.22, -0.39, -0.25, -0.18, 0.69, -0.17, -0.18, 1.09, -0.54, -0.53, -0.59]
}

Entry 2:
{
  "formula": "C15H11N3Se2Te2Zn",
  "method": "ωB97M-V with the def2-TZVPD basis set",
  "energy_ha": -7860.84017,
  "orbital_gap_ev": 5.72,
  "largest_force_ha_per_bohr": 0.0080,
  "lumo_energy_ha": -0.0280,
  "total_charge": 0,
  "symbols": ["Zn", "C", "C", "C", "C", "N", "C", "C", "C", "C", "C", "C", "N", "C", "C", "C", "C", "C", "N", "H", "H", "H", "H", "H", "H", "H", "H", "H", "H", "H", "Se", "Te", "Te", "Se"],
  "coordinates": [[1.070, -0.943, 0.286], [-1.672, -4.268, 0.908], [-2.885, -3.735, 0.508], [-2.954, -2.403, 0.132], [-1.798, -1.640, 0.166], [-0.629, -2.164, 0.550], [-0.561, -3.440, 0.910], [-1.757, -0.197, -0.211], [-2.823, 0.490, -0.770], [-2.647, 1.826, -1.096], [-1.434, 2.441, -0.849], [-0.413, 1.692, -0.275], [-0.592, 0.407, 0.021], [0.921, 2.253, 0.057], [1.647, 2.976, -0.880], [2.904, 3.431, -0.523], [3.377, 3.154, 0.750], [2.573, 2.422, 1.611], [1.368, 1.973, 1.279], [-1.580, -5.303, 1.204], [-3.774, -4.352, 0.489], [-3.894, -1.970, -0.176], [0.419, -3.806, 1.191], [-3.763, -0.004, -0.962], [-3.460, 2.386, -1.538], [-1.273, 3.485, -1.077], [1.251, 3.135, -1.874], [3.512, 3.976, -1.232], [4.356, 3.480, 1.070], [2.918, 2.174, 2.608], [2.988, -1.168, 1.675], [3.520, -3.241, 0.335], [3.673, -2.086, -2.125], [1.412, -0.978, -2.160]],
  "nbo_charge": [1.45, -0.24, -0.14, -0.22, 0.19, -0.55, 0.08, 0.18, -0.22, -0.14, -0.23, 0.23, -0.53, 0.15, -0.22, -0.16, -0.24, 0.06, -0.42, 0.23, 0.23, 0.22, 0.23, 0.22, 0.23, 0.23, 0.23, 0.22, 0.23, 0.20, -0.77, 0.03, 0.09, -0.84]
}

Entry 3:
{
  "formula": "C15H12Br21F6N2O4S",
  "method": "ωB97M-V with the def2-TZVPD basis set",
  "energy_ha": -56040.42627,
  "orbital_gap_ev": 6.49,
  "largest_force_ha_per_bohr": 0.0608,
  "lumo_energy_ha": -0.1862,
  "total_charge": 1,
  "symbols": ["O", "N", "O", "C", "C", "C", "C", "S", "O", "O", "C", "F", "F", "C", "F", "F", "F", "C", "N", "C", "F", "H", "H", "H", "H", "H", "C", "Br", "Br", "Br", "H", "C", "Br", "Br", "Br", "H", "C", "Br", "Br", "Br", "H", "C", "Br", "Br", "Br", "H", "C", "Br", "Br", "Br", "H", "C", "Br", "Br", "Br", "H", "C", "Br", "Br", "Br", "H"],
  "coordinates": [[1.623, -2.865, 0.825], [2.247, -2.922, -0.140], [2.560, -1.576, -0.641], [1.669, -1.307, -1.700], [0.485, -0.455, -1.262], [-0.761, -0.690, -1.836], [-1.877, 0.052, -1.441], [-3.448, -0.315, -2.202], [-4.108, 0.943, -2.376], [-3.287, -1.049, -3.415], [-4.402, -1.246, -0.921], [-4.293, -0.525, 0.206], [-5.666, -1.347, -1.277], [-3.860, -2.715, -0.630], [-4.693, -3.601, -1.124], [-3.735, -2.928, 0.687], [-2.650, -2.908, -1.170], [-1.737, 1.031, -0.492], [-0.532, 1.248, 0.054], [0.551, 0.538, -0.292], [1.668, 0.766, 0.322], [2.160, -0.860, -2.566], [1.245, -2.259, -2.043], [-0.866, -1.453, -2.599], [-2.578, 1.635, -0.178], [-0.453, 1.982, 0.754], [2.234, 4.743, -0.572], [4.131, 4.721, -0.834], [1.406, 3.134, -1.264], [1.767, 5.030, 1.272], [1.835, 5.573, -1.139], [-2.120, -5.606, 2.952], [-2.472, -4.473, 4.467], [-0.636, -4.946, 1.909], [-1.871, -7.438, 3.469], [-2.994, -5.568, 2.317], [-3.226, -10.423, 6.039], [-3.705, -11.961, 7.088], [-1.413, -10.545, 5.392], [-4.476, -10.121, 4.606], [-3.273, -9.563, 6.692], [-5.228, -0.225, 3.917], [-4.363, -1.392, 2.653], [-3.958, 0.907, 4.823], [-6.627, 0.797, 3.080], [-5.692, -0.847, 4.670], [6.053, 3.698, -4.236], [7.649, 3.047, -5.083], [5.920, 5.616, -4.339], [4.469, 2.844, -4.933], [6.118, 3.437, -3.189], [5.681, 4.279, 2.650], [5.243, 5.510, 4.061], [7.252, 4.831, 1.682], [5.839, 2.473, 3.298], [4.858, 4.294, 1.950], [3.296, 8.081, -5.574], [2.557, 8.712, -3.907], [2.008, 8.158, -6.999], [4.921, 9.008, -6.027], [3.554, 7.041, -5.431]],
  "nbo_charge": [-0.18, 0.43, -0.45, -0.11, -0.13, -0.04, -0.37, 2.11, -0.88, -0.87, 0.39, -0.30, -0.26, 0.92, -0.27, -0.30, -0.32, 0.13, -0.46, 0.69, -0.23, 0.24, 0.21, 0.28, 0.28, 0.48, -0.49, 0.13, 0.03, 0.11, 0.24, -0.51, 0.09, 0.06, 0.12, 0.22, -0.50, 0.11, 0.09, 0.09, 0.23, -0.50, 0.09, 0.08, 0.10, 0.23, -0.50, 0.12, 0.09, 0.07, 0.22, -0.51, 0.10, 0.10, 0.09, 0.21, -0.51, 0.08, 0.10, 0.10, 0.22]
}

Entry 4:
{
  "formula": "C15H12Cl2F3IrN3O4SSe",
  "method": "ωB97M-V with the def2-TZVPD basis set",
  "energy_ha": -5167.28052,
  "orbital_gap_ev": [7.77, 6.06],
  "s2": 8.80,
  "largest_force_ha_per_bohr": 0.0277,
  "lumo_energy_ha": [-0.2392, -0.3463],
  "total_charge": 2,
  "multiplicity": 6,
  "symbols": ["Ir", "Cl", "C", "C", "C", "Cl", "C", "C", "C", "C", "N", "C", "C", "O", "H", "H", "H", "H", "C", "N", "C", "C", "N", "C", "C", "Se", "H", "H", "H", "H", "H", "H", "H", "H", "F", "C", "F", "F", "S", "O", "O", "O"],
  "coordinates": [[0.238, -0.002, -0.112], [-4.516, 0.274, 2.029], [-3.855, 1.338, 0.893], [-4.614, 2.359, 0.348], [-4.101, 3.228, -0.602], [-5.091, 4.436, -1.254], [-2.730, 3.125, -1.028], [-2.101, 3.983, -1.947], [-0.767, 3.809, -2.234], [-0.063, 2.780, -1.608], [-0.659, 1.943, -0.771], [-1.959, 2.100, -0.474], [-2.492, 1.142, 0.483], [-1.769, 0.213, 0.912], [-5.641, 2.478, 0.670], [-2.667, 4.777, -2.415], [-0.258, 4.458, -2.932], [0.999, 2.647, -1.773], [0.715, -5.350, 0.615], [1.189, -4.819, 1.888], [1.518, -5.559, 2.980], [1.870, -4.690, 3.974], [1.739, -3.431, 3.476], [1.957, -2.196, 4.220], [1.320, -3.513, 2.197], [1.307, -2.129, 0.905], [0.753, -6.434, 0.654], [1.342, -5.000, -0.204], [-0.311, -5.037, 0.436], [1.493, -6.636, 2.983], [2.202, -4.892, 4.977], [2.335, -2.442, 5.207], [1.019, -1.654, 4.324], [2.680, -1.564, 3.710], [0.697, 0.703, -3.770], [1.934, 0.206, -3.638], [2.760, 1.207, -3.355], [2.300, -0.391, -4.738], [1.899, -0.960, -2.171], [2.732, -2.082, -2.394], [0.449, -1.257, -1.970], [2.271, -0.081, -1.028]],
  "nbo_charge": [1.29, 0.16, -0.07, -0.24, 0.04, 0.17, -0.04, -0.10, -0.22, 0.11, -0.51, 0.08, 0.49, -0.62, 0.28, 0.26, 0.26, 0.24, -0.42, -0.28, 0.00, -0.01, -0.28, -0.42, 0.18, 0.27, 0.25, 0.25, 0.24, 0.27, 0.27, 0.25, 0.24, 0.24, -0.31, 0.75, -0.29, -0.26, 2.27, -0.85, -0.96, -0.98]
}

Entry 5:
{
  "formula": "C15H12Cl5O5PdSe",
  "method": "ωB97M-V with the def2-TZVPD basis set",
  "energy_ha": -5784.77309,
  "orbital_gap_ev": [9.14, 5.71],
  "s2": 6.06,
  "largest_force_ha_per_bohr": 0.0498,
  "lumo_energy_ha": [-0.1187, -0.2557],
  "total_charge": 1,
  "multiplicity": 5,
  "symbols": ["Pd", "C", "C", "C", "C", "C", "C", "C", "C", "C", "H", "H", "H", "H", "H", "H", "H", "H", "H", "H", "H", "H", "Cl", "C", "C", "Cl", "C", "Cl", "C", "O", "C", "Cl", "C", "Cl", "O", "Se", "O", "O", "O"],
  "coordinates": [[0.299, -0.310, -0.201], [4.098, 0.995, -0.050], [2.837, 0.859, 0.717], [1.705, 1.644, 0.365], [0.523, 1.616, 1.136], [-0.541, 2.660, 1.000], [0.425, 0.616, 2.128], [1.550, -0.168, 2.503], [1.436, -1.158, 3.598], [2.748, -0.003, 1.806], [4.224, 0.123, -0.696], [4.948, 1.020, 0.627], [4.099, 1.882, -0.677], [1.820, 2.384, -0.422], [-1.529, 2.213, 0.899], [-0.355, 3.316, 0.154], [-0.549, 3.261, 1.910], [-0.494, 0.523, 2.700], [1.112, -2.104, 3.150], [0.682, -0.871, 4.330], [2.396, -1.339, 4.075], [3.612, -0.581, 2.102], [-4.776, -1.092, -4.927], [-3.957, -0.664, -3.512], [-2.607, -0.232, -3.584], [-1.835, -0.152, -5.095], [-1.949, 0.128, -2.427], [-0.344, 0.725, -2.461], [-2.554, -0.009, -1.125], [-1.930, 0.220, -0.060], [-3.939, -0.408, -1.101], [-4.690, -0.490, 0.412], [-4.615, -0.729, -2.270], [-6.249, -1.203, -2.204], [1.321, -4.148, -0.811], [0.918, -2.677, -0.590], [2.069, -1.524, -0.825], [-0.304, -2.063, -1.494], [0.396, -2.264, 0.918]],
  "nbo_charge": [1.16, -0.67, 0.18, -0.24, 0.05, -0.67, -0.20, 0.18, -0.67, -0.27, 0.28, 0.25, 0.23, 0.25, 0.26, 0.23, 0.25, 0.26, 0.29, 0.24, 0.25, 0.25, 0.18, 0.00, -0.07, 0.13, -0.13, 0.15, 0.48, -0.60, -0.10, 0.15, -0.10, 0.13, -0.94, 2.75, -0.99, -0.96, -0.95]
}

Entry 6:
{
  "formula": "C15H12FHfI2NO4",
  "method": "ωB97M-V with the def2-TZVPD basis set",
  "energy_ha": -1677.16399,
  "orbital_gap_ev": 7.07,
  "largest_force_ha_per_bohr": 0.0289,
  "lumo_energy_ha": -0.2967,
  "total_charge": 2,
  "symbols": ["Hf", "O", "C", "C", "C", "C", "C", "C", "C", "O", "N", "O", "O", "H", "H", "H", "H", "I", "C", "I", "H", "H", "F", "C", "C", "C", "C", "C", "C", "C", "H", "H", "H", "H", "H", "H"],
  "coordinates": [[0.765, 1.212, -0.577], [0.347, 0.074, 1.182], [-0.093, -1.105, 1.260], [-0.459, -1.945, 0.169], [-0.893, -3.246, 0.475], [-1.271, -4.073, -0.550], [-1.258, -3.657, -1.875], [-0.846, -2.371, -2.200], [-0.438, -1.522, -1.191], [-0.027, -0.271, -1.467], [-1.714, -5.452, -0.229], [-1.717, -5.755, 0.942], [-2.031, -6.148, -1.161], [-0.223, -1.508, 2.268], [-0.930, -3.611, 1.494], [-1.577, -4.352, -2.641], [-0.843, -2.032, -3.226], [2.837, 1.330, -2.899], [4.418, 1.113, -1.503], [3.590, 0.840, 0.443], [5.022, 2.014, -1.492], [5.002, 0.232, -1.747], [-1.511, 1.951, 3.936], [-1.121, 2.333, 2.728], [0.111, 2.971, 2.594], [0.537, 3.370, 1.337], [-0.294, 3.202, 0.202], [0.240, 3.370, -1.134], [-1.485, 2.459, 0.370], [-1.925, 2.070, 1.638], [0.706, 3.152, 3.480], [1.468, 3.917, 1.232], [1.111, 4.018, -1.221], [-0.484, 3.537, -1.928], [-2.140, 2.312, -0.485], [-2.875, 1.572, 1.777]],
  "nbo_charge": [2.04, -0.73, 0.48, -0.30, -0.06, -0.01, -0.05, -0.28, 0.46, -0.87, 0.53, -0.34, -0.32, 0.21, 0.28, 0.28, 0.26, 0.44, -0.69, 0.41, 0.27, 0.27, -0.28, 0.42, -0.18, -0.26, -0.16, -0.90, -0.28, -0.20, 0.27, 0.25, 0.26, 0.27, 0.26, 0.27]
}

- Which formula does entry 1 have?
  C15H11F7N4O3S3W